Molecular formula: C57H132N4O11
Method: DFT, ωB97M-V/def2-TZVPD

Values from the calculation:
SMILES: CC1(C)CCCC(C)(C)N1O.CC1(C)CCCC(C)(C)N1O.CC1(C)CCCC(C)(C)N1O.CC1(C)CCCC(C)(C)N1O.CC(C)O.CC(C)O.CC(C)O.CC(C)O.CC(C)O.CC(C)O.CC(C)O
HOMO-LUMO gap (Eh): 0.305
Total charge: 0
ΔE to the lowest compared entry with this formula, charge and spin (kcal per mole): 143.3
Maximum force (eV/Å): 4.28
LUMO level (Eh): 0.0176

Geometry (Å):
C  5.41536  -5.90135  -8.38544
C  4.63427  -5.76677  -9.77914
C  3.16294  -5.36109  -9.51823
C  5.18073  -4.58700  -10.66994
C  6.50116  -4.74507  -11.33841
C  6.37473  -6.10987  -12.10310
C  5.83710  -7.37892  -11.38476
C  5.45304  -8.43156  -12.55297
C  6.98727  -7.88712  -10.40197
N  4.65644  -7.03482  -10.51070
O  4.09972  -8.15626  -9.79574
H  6.36971  -6.41883  -8.48303
H  5.73790  -4.97818  -7.90397
H  4.93524  -6.53585  -7.64047
H  2.95828  -4.43048  -8.98891
H  2.62749  -5.03572  -10.41016
H  2.61501  -6.13202  -8.97644
H  4.55407  -4.16193  -11.45397
H  5.46915  -3.86154  -9.90927
H  6.69196  -3.86774  -11.95645
H  7.38097  -4.96828  -10.73492
H  7.25377  -6.28262  -12.72405
H  5.67967  -5.91929  -12.92082
H  5.07688  -9.30636  -12.02257
H  6.23347  -8.54116  -13.30599
H  4.59195  -8.11382  -13.14091
H  7.65766  -7.12624  -10.00230
H  7.72783  -8.43079  -10.98858
H  6.55580  -8.43303  -9.56297
H  3.17150  -7.92511  -9.87676
C  5.40385  1.36070  -2.26928
C  4.26568  1.56650  -1.23396
C  3.62120  3.01131  -1.24879
C  3.19189  0.55337  -1.76127
C  2.16473  0.13850  -0.67919
C  2.93645  -0.27554  0.60169
C  3.92853  0.79655  1.12943
C  3.12896  1.96932  1.79540
C  4.71140  0.12441  2.20505
N  4.84906  1.18637  -0.01140
O  5.85003  2.06784  0.39850
H  5.09834  1.36866  -3.31556
H  6.06375  0.49944  -2.16504
H  5.99958  2.27172  -2.21226
H  2.73689  3.22172  -0.64727
H  3.38799  3.39659  -2.24140
H  4.37912  3.69806  -0.87194
H  2.65329  0.81717  -2.67144
H  3.62490  -0.39463  -2.08044
H  1.57822  -0.77041  -0.81327
H  1.46182  0.96708  -0.59283
H  3.39136  -1.20569  0.26114
H  2.12751  -0.47874  1.30341
H  3.12402  1.79800  2.87184
H  3.47755  2.98963  1.63558
H  2.09441  2.05452  1.46296
H  4.14657  -0.32792  3.02020
H  5.13262  -0.81254  1.84062
H  5.64154  0.60078  2.51490
H  6.58721  1.47583  0.23206
C  7.22962  -3.46300  -0.88534
C  8.11525  -2.35758  -1.31460
C  7.71884  -1.97810  -2.75003
C  7.75195  -1.04007  -0.49169
C  8.30879  -1.02024  0.92770
C  9.83170  -1.33655  0.93154
C  10.31006  -2.61994  0.14541
C  11.89411  -2.46999  -0.10246
C  9.96798  -3.89991  1.02875
N  9.56820  -2.60790  -1.15931
O  10.07910  -3.39191  -2.16027
H  6.17445  -3.26459  -0.69731
H  7.42528  -4.33353  -1.51143
H  7.62271  -3.79555  0.07538
H  8.14001  -2.73326  -3.41372
H  6.64133  -1.88312  -2.88434
H  8.30833  -1.08081  -2.93837
H  8.18851  -0.16448  -0.97216
H  6.68674  -0.86199  -0.34432
H  8.14223  -0.07380  1.44212
H  7.81922  -1.82446  1.47695
H  9.96275  -1.70029  1.95068
H  10.45934  -0.46872  0.72897
H  12.53562  -2.38282  0.77446
H  11.98831  -1.53753  -0.65899
H  12.17085  -3.44025  -0.51492
H  10.64943  -3.83960  1.87733
H  10.16352  -4.89778  0.63619
H  8.97598  -3.96637  1.47554
H  10.62514  -2.73606  -2.59992
C  -1.00793  -3.71160  -0.48046
C  -0.85125  -4.32517  -1.95385
C  0.61002  -4.09101  -2.44923
C  -1.25486  -5.84174  -1.76120
C  -2.70783  -6.19703  -1.86807
C  -3.29830  -5.55601  -3.17234
C  -3.06684  -4.03718  -3.22556
C  -3.32896  -3.75554  -4.74409
C  -4.11657  -3.23595  -2.33316
N  -1.68231  -3.58066  -2.89676
O  -1.53953  -2.21903  -2.88932
H  -0.46471  -2.76673  -0.49593
H  -2.01948  -3.42631  -0.19152
H  -0.30823  -4.16183  0.22368
H  0.77835  -4.83560  -3.22728
H  0.91793  -3.08085  -2.71919
H  1.37672  -4.34197  -1.71623
H  -0.56002  -6.41203  -2.37770
H  -0.99186  -6.11940  -0.74050
H  -2.64851  -7.27029  -2.04888
H  -3.45367  -5.99919  -1.09822
H  -4.36310  -5.76945  -3.26577
H  -2.67443  -6.04181  -3.92259
H  -2.50939  -4.12837  -5.35841
H  -3.34791  -2.66700  -4.79712
H  -4.28656  -4.11128  -5.12432
H  -5.10779  -3.68914  -2.31867
H  -4.20931  -2.18143  -2.59293
H  -3.67410  -3.21220  -1.33730
H  -0.91453  -2.08859  -3.60623
C  9.00066  -8.08645  -0.30308
C  7.85376  -8.27371  -1.26242
C  6.66275  -9.06955  -0.69718
O  7.34113  -6.98746  -1.56456
H  9.44894  -9.03091  0.00532
H  8.67226  -7.56728  0.59732
H  9.84429  -7.64378  -0.83265
H  8.26167  -8.79499  -2.12843
H  5.98979  -9.26701  -1.53159
H  6.00115  -8.66097  0.06665
H  7.03630  -10.05190  -0.40816
H  7.22111  -6.54820  -0.71943
C  0.83101  -5.53383  -6.66895
C  -0.59514  -5.89600  -6.89083
C  -0.99260  -5.43428  -8.29268
O  -0.79407  -7.30316  -6.75542
H  1.49151  -6.35058  -6.37782
H  0.92078  -5.03877  -5.70202
H  1.39370  -4.85203  -7.30662
H  -1.29284  -5.38032  -6.23098
H  -0.34585  -5.85508  -9.06258
H  -1.12335  -4.36594  -8.46489
H  -1.96583  -5.81263  -8.60535
H  -0.33008  -7.75125  -7.46642
C  4.32148  -5.88354  -4.53683
C  4.95976  -4.85615  -3.57099
C  4.24722  -3.64093  -3.38370
O  4.92620  -5.54550  -2.38885
H  4.82552  -6.84994  -4.54822
H  4.29784  -5.42705  -5.52636
H  3.27208  -6.04156  -4.28803
H  5.99547  -4.61416  -3.80943
H  4.26430  -2.99926  -4.26464
H  4.72173  -3.03495  -2.61186
H  3.19020  -3.83949  -3.20657
H  5.77617  -5.98279  -2.29984
C  9.98628  -6.58509  -4.47543
C  9.43483  -5.76122  -5.68151
C  8.97863  -6.55002  -6.91452
O  8.25609  -5.15151  -5.24606
H  9.26317  -7.27105  -4.03422
H  10.32123  -5.88703  -3.70821
H  10.84175  -7.14303  -4.85618
H  10.12870  -4.99382  -6.02466
H  8.08948  -7.09966  -6.60563
H  9.82088  -7.04038  -7.40267
H  8.78576  -5.81754  -7.69834
H  7.75617  -5.74351  -4.67928
C  5.97835  -1.93005  -6.53759
C  7.23326  -1.83784  -7.37151
C  8.30418  -1.08763  -6.54174
O  7.63537  -3.15068  -7.77871
H  5.07250  -2.08512  -7.12366
H  5.75106  -1.00734  -6.00370
H  6.01686  -2.72837  -5.79644
H  7.08396  -1.39074  -8.35432
H  9.10985  -0.83567  -7.23131
H  8.59970  -1.76734  -5.74251
H  8.00156  -0.10524  -6.17920
H  7.79926  -3.70175  -7.00989
C  4.87276  -11.44770  -7.63581
C  4.43873  -10.43504  -6.53467
C  5.73428  -9.74605  -6.11397
O  3.63749  -9.42451  -7.15506
H  5.60198  -12.15129  -7.23418
H  5.24561  -11.03147  -8.57166
H  4.00618  -12.06835  -7.86372
H  3.91813  -10.97011  -5.74045
H  6.22562  -9.39880  -7.02287
H  6.48144  -10.37175  -5.62577
H  5.47310  -8.85011  -5.55078
H  4.04962  -8.94380  -7.87662
C  1.67873  -8.49590  -1.99179
C  1.12377  -8.69698  -3.40432
C  1.97458  -9.14545  -4.56288
O  -0.09224  -9.42184  -3.27441
H  0.97373  -8.18215  -1.22196
H  2.38122  -7.66339  -2.03121
H  2.10136  -9.33720  -1.44253
H  0.76954  -7.74807  -3.80704
H  1.37010  -9.39093  -5.43606
H  2.53373  -10.01743  -4.22357
H  2.72859  -8.41624  -4.85921
H  -0.28245  -9.53308  -2.34005

Forces on atoms 1 to 6 (eV/Å):
0.5 -0.2 -0.6
0.1 0.5 0.8
-0.4 0.2 0.0
1.3 0.3 2.1
0.7 -3.5 -0.7
-1.0 1.3 -1.7